Density functional theory data (ωB97M-V with the def2-TZVPD basis set) for C22H15BrIrN3O11S as an isolated structure in a non-equilibrium geometry.

Element x y z (Å)
Ir 0.464 0.500 -0.137
O -4.624 -2.587 2.610
C -3.595 -1.973 1.949
C -2.372 -1.739 2.555
C -1.405 -1.100 1.814
N -1.545 -0.710 0.537
C -2.731 -0.962 -0.051
C -3.775 -1.572 0.648
C -3.087 -0.680 -1.523
O -3.866 0.263 -1.702
O -0.837 0.438 -1.674
C -0.097 -0.781 2.470
O 0.185 -1.235 3.572
O 0.634 0.033 1.805
H -4.317 -2.807 3.496
H -2.139 -2.019 3.575
H -4.719 -1.721 0.143
C 1.811 -3.876 1.961
C 1.323 -3.342 0.642
C 2.040 -2.350 -0.018
C 1.573 -1.795 -1.206
C 0.389 -2.287 -1.751
C -0.339 -3.276 -1.114
C 0.131 -3.801 0.081
S -0.173 -1.668 -3.325
O -2.630 -1.520 -2.328
O 1.024 -1.599 -4.198
N -0.337 0.024 -2.809
C 0.060 1.081 -3.695
C 1.234 1.880 -3.100
O 1.833 2.634 -3.868
O 1.462 1.734 -1.864
H 2.890 -4.046 1.938
H 1.319 -4.818 2.209
H 1.604 -3.162 2.761
H 2.952 -1.961 0.420
H 2.186 -1.102 -1.768
H -1.286 -3.588 -1.535
H -0.439 -4.568 0.594
H -0.784 1.768 -3.797
H 0.344 0.674 -4.660
Br 2.254 7.613 1.903
C 1.537 5.990 1.203
C 0.247 5.979 0.705
N -0.303 4.880 0.210
C 0.420 3.757 0.197
C 1.722 3.676 0.685
C 2.290 4.837 1.196
C 2.618 2.442 0.718
O 3.766 2.604 1.107
O 2.200 1.274 0.366
H -0.353 6.883 0.704
H -0.064 2.882 -0.219
H 3.304 4.798 1.568

The highest occupied orbital energy (spin up / spin down) comes out at -0.0861 / -0.0925 Eh. Its energy above the lowest of the compared OMol25 structures with the same formula, charge and spin is 145.8 kcal per mole. Its LUMO energy (spin up / spin down) is 3.80 / 3.80 eV. Its calculated total energy is -4915.81298 Eh. As for the total charge: -2.

Results of the Löwdin charge analysis, in e, for atoms 1 through 8: 1.358, 0.051, -0.297, 0.046, -0.186, 0.119, -0.119, 0.059